The following is a quantum chemistry calculation of a single C4H6F3N molecule, from the OMol25 dataset.

Geometry as ORCA input:
```
! RIJCOSX wB97M-V def2-TZVPD def2/J DEFGRID3
* xyz 0 1
F -2.17313 1.24968 -0.04709
C -1.65211 0.08317 -0.33336
F -1.58012 -0.51472 0.93345
C -0.18697 0.19906 -0.76683
N 0.51473 -1.08413 -0.62295
C 1.53633 -0.51134 0.34065
C 0.64058 0.75137 0.36714
F 1.15335 1.98283 0.11559
H -2.27843 -0.51918 -0.93435
H 0.03280 0.78026 -1.64748
H -0.09038 -1.87191 -0.12779
H 1.34808 -0.99866 1.46942
H 2.64533 -0.47793 -0.03027
H 0.08995 0.93150 1.28388
*
```

Output
Energy above the lowest of the compared OMol25 structures with the same formula, charge and spin = 1.369 eV
Kohn-Sham gap = 10.3 eV
E_tot = -13885.7411 eV
HOMO level = -9.30 eV
E_LUMO = 0.0376 hartree